Computed, not measured: a structure of composition C37H34N3O5PRuS2Te2, with wB97M-V/def2-TZVPD.

Calculated values
Frontier orbital gap (spin up / spin down) in eV: 6.58 / 6.13
Energy above the lowest of the compared OMol25 structures with the same formula, charge and spin in kJ/mol: 4.27
⟨S²⟩: 8.77
HOMO (spin up / spin down) in eV: -4.8 / -4.9
Energy in a.u.: -3739.60773

Geometry as ORCA input:
```
! wB97M-V def2-TZVPD RIJCOSX def2/J DEFGRID3
* xyz -1 6
Ru -0.43 -0.98 0.87
S -1.25 -2.08 3.11
C -2.62 -2.58 2.20
S -2.72 -2.02 0.56
C -3.61 -3.40 2.72
C -3.57 -3.85 4.07
N -3.55 -4.23 5.15
C -4.69 -3.83 1.92
N -5.58 -4.19 1.27
C 2.07 4.05 -3.86
C 1.60 2.86 -3.08
C 1.25 1.67 -3.71
C 0.79 0.57 -3.01
C 0.48 -0.67 -3.77
O 1.17 -1.00 -4.72
C -0.70 -1.49 -3.37
C -1.90 -0.87 -3.03
C -3.02 -1.63 -2.74
C -2.93 -3.02 -2.76
C -1.74 -3.63 -3.09
C -0.62 -2.88 -3.41
C 0.68 0.62 -1.60
O 0.28 -0.44 -0.95
C 1.06 1.82 -0.93
C 1.50 2.90 -1.70
C 1.02 1.97 0.53
N 0.64 1.04 1.34
C 0.62 1.25 2.78
C -0.71 1.84 3.23
Te -2.35 0.86 2.26
C -2.59 2.41 0.84
C -3.04 3.68 1.21
C -3.14 4.69 0.27
C -2.80 4.44 -1.06
C -2.37 3.18 -1.43
C -2.27 2.17 -0.49
C 1.48 3.29 1.07
C 0.60 4.37 1.09
C 1.02 5.60 1.59
C 2.32 5.75 2.06
C 3.19 4.67 2.04
C 2.78 3.45 1.54
H 2.30 3.77 -4.89
H 2.98 4.47 -3.43
H 1.32 4.84 -3.89
H 1.34 1.57 -4.79
H -1.95 0.21 -3.00
H -3.95 -1.15 -2.47
H -3.80 -3.61 -2.49
H -1.67 -4.72 -3.09
H 0.32 -3.34 -3.67
H 1.79 3.81 -1.20
H 1.45 1.87 3.12
H 0.76 0.26 3.23
H -0.79 2.89 2.97
H -0.83 1.74 4.31
H -3.31 3.88 2.24
H -3.48 5.67 0.57
H -2.87 5.24 -1.79
H -2.10 2.98 -2.46
H -1.94 1.18 -0.79
H -0.40 4.26 0.70
H 0.34 6.43 1.60
H 2.64 6.70 2.45
H 4.21 4.78 2.40
H 3.46 2.60 1.52
C -1.07 -5.26 0.07
C 0.31 -4.69 -0.17
O 0.46 -3.49 0.61
P 1.95 -2.90 0.92
O 1.56 -1.66 1.71
Te 3.22 -2.69 -1.04
O 2.56 -3.94 1.96
C 3.67 -4.81 1.74
C 4.92 -4.22 2.35
H -1.18 -6.18 -0.51
H -1.84 -4.56 -0.23
H -1.21 -5.50 1.13
H 0.49 -4.45 -1.22
H 1.08 -5.40 0.16
H 3.80 -4.97 0.67
H 3.40 -5.75 2.22
H 5.21 -3.31 1.81
H 5.74 -4.93 2.29
H 4.75 -3.96 3.40
*
```